This record from OMol25 describes an isolated molecule of C5H9NO. The level of theory is ωB97M-V/def2-TZVPD.

Values from the calculation:
SMILES string: C[C@H]1N[C@H]1CC=O
Frontier orbital gap: 10.58 eV
LUMO level: 0.91 eV
Molecular weight: 99.13 g mol⁻¹
HOMO: -9.68 eV

Structure (ORCA input):
```
! RIJCOSX wB97M-V def2-TZVPD def2/J DEFGRID3
* xyz 0 1
C -1.18262 0.08070 1.34991
C -1.11742 -0.01186 -0.15651
N -1.08247 1.29836 -0.79185
C 0.11909 0.41881 -0.86170
C 1.45917 0.38776 -0.11375
C 1.58097 -1.13889 -0.23972
O 1.96874 -1.74854 -1.20551
H -0.75106 1.03215 1.67844
H -2.22239 0.05941 1.69117
H -0.64178 -0.74272 1.82624
H -1.69142 -0.81972 -0.60880
H -1.56353 1.21209 -1.69136
H 0.32227 0.05016 -1.86383
H 1.44701 0.61592 0.95718
H 2.26153 0.97391 -0.57879
H 1.09388 -1.66753 0.60885
*
```

This record from OMol25 describes a structure of composition C26H21AlCl2GeO2S4Sb. The level of theory is ωB97M-V/def2-TZVPD.

Values from the calculation:
Frontier orbital gap: 6.15 eV
LUMO level: 1.65 eV
Molecular weight: 785.98 g mol⁻¹
HOMO: -4.49 eV

Structure (ORCA input):
```
! RIJCOSX wB97M-V def2-TZVPD def2/J DEFGRID3
* xyz -1 1
Al 0.30863 1.24196 -1.12652
Cl 7.53264 1.10148 -1.82650
C 5.84098 1.07141 -1.38823
C 5.47926 1.11505 -0.03085
C 4.16718 1.08563 0.35207
C 3.12767 1.01896 -0.61366
O 1.89669 0.96251 -0.22685
C 3.51938 0.98417 -1.97346
C 2.51672 0.95356 -2.99961
O 1.30714 1.03024 -2.79870
C 4.87462 1.00639 -2.34675
H 6.26088 1.17771 0.71640
H 3.88572 1.12252 1.39599
H 2.85051 0.86087 -4.04326
H 5.14347 0.97251 -3.39645
S -1.48426 4.45727 -1.01925
Sb -2.80994 3.28414 0.67082
S -0.47559 2.23984 1.02957
S -0.70890 2.98444 -2.27426
S -4.01724 1.70540 -0.40078
Ge -0.46934 0.73014 2.66640
C -2.21039 0.61153 3.49685
C -3.31894 0.06382 2.85059
C -4.56011 0.04787 3.47195
C -4.71017 0.58003 4.74462
C -3.61835 1.13975 5.39573
C -2.37742 1.15758 4.77211
C 0.26650 -0.98644 2.15457
C 1.65294 -1.14013 2.15939
C 2.23972 -2.34937 1.81034
C 1.43840 -3.43070 1.46812
C 0.05658 -3.30042 1.48282
C -0.52520 -2.08612 1.82349
H 0.48816 1.29223 3.73879
H -3.24040 -0.30056 1.83425
H -5.41566 -0.35204 2.94254
H -5.68253 0.57635 5.22207
H -3.73492 1.57032 6.38301
H -1.53118 1.60172 5.28401
H 2.28525 -0.29935 2.42216
H 3.31877 -2.44678 1.80374
H 1.89109 -4.37377 1.18722
H -0.57153 -4.13988 1.21173
H -1.60410 -2.00157 1.81574
Cl 1.09288 -2.23152 -2.93595
C -0.37310 -1.46399 -3.55449
C -0.69300 -1.70147 -4.88286
C -1.83894 -1.13621 -5.41728
C -2.64564 -0.34662 -4.60446
C -2.31128 -0.12800 -3.27900
C -1.15815 -0.67967 -2.70588
C -0.78955 -0.39351 -1.29160
H -0.04446 -2.32671 -5.48278
H -2.09604 -1.31231 -6.45442
H -3.54042 0.11205 -5.00771
H -2.93015 0.50782 -2.65346
H -0.26956 -1.25178 -0.87225
H -1.68534 -0.18837 -0.69982
*
```

This record from OMol25 describes a cluster of 5 separate species, C4H20N2O4 in total in a non-equilibrium geometry. The level of theory is ωB97M-V/def2-TZVPD.

Values from the calculation:
SMILES string: NCCCCN.O.O.O.O
Frontier orbital gap: 9.40 eV
LUMO level: 0.28 eV
Molecular weight: 160.21 g mol⁻¹
HOMO: -9.12 eV

Structure (ORCA input):
```
! RIJCOSX wB97M-V def2-TZVPD def2/J DEFGRID3
* xyz 0 1
C -1.03875 -0.55500 -0.94220
N -2.19378 -1.39171 -1.02094
C 0.20727 -0.91538 -1.83949
C 0.96290 -2.20733 -1.52088
C 1.44392 -2.45957 -0.12768
N 2.07258 -1.22730 0.26756
H -0.53030 -0.58568 0.13357
H -1.17643 0.54084 -1.26898
H -2.12225 -2.36157 -0.97106
H -2.95113 -0.92460 -0.53635
H 0.91881 -0.03904 -1.90207
H -0.18584 -0.96648 -2.90788
H 1.81832 -2.25682 -2.24862
H 0.20537 -3.07199 -1.72382
H 0.74883 -2.84612 0.69911
H 2.20086 -3.28011 -0.30860
H 1.65799 -0.30403 0.05402
H 2.98196 -1.24141 0.49973
H -1.30244 2.34355 2.32383
H -1.31864 1.97864 1.00701
O -1.09329 2.72243 1.49283
H -2.60833 -0.56868 1.68310
H -1.19971 -0.25369 1.77418
O -2.04375 0.10183 2.04547
H 0.88730 2.85979 0.06539
H -0.13365 2.88580 -0.91560
O 0.78048 2.67701 -0.92149
H 0.63691 1.51799 1.98234
H 1.72121 1.37648 0.95512
O 1.25001 2.04295 1.56578
*
```

This record from OMol25 describes an isolated molecule of C6H9N3 in a non-equilibrium geometry. The level of theory is ωB97M-V/def2-TZVPD.

Values from the calculation:
SMILES string: CN1CCC/C1=N\C#N
Frontier orbital gap: 9.56 eV
LUMO level: 0.59 eV
Molecular weight: 123.16 g mol⁻¹
HOMO: -8.97 eV

Structure (ORCA input):
```
! RIJCOSX wB97M-V def2-TZVPD def2/J DEFGRID3
* xyz 0 1
C -1.26311 2.07000 -0.01087
C -2.16564 -0.23868 0.07913
C -1.60537 -1.65409 -0.19610
C -0.03400 -1.45948 0.11782
C 0.22481 0.01492 -0.01352
C 2.47731 0.16398 0.03563
H -1.24714 2.50927 1.00925
H -2.37503 2.17275 -0.45078
H -0.36987 2.56202 -0.63378
H -2.67278 -0.39598 1.05358
H -2.88652 0.22441 -0.54993
H -2.01487 -2.43287 0.46568
H -1.75352 -2.10390 -1.22129
H 0.21033 -1.65923 1.19687
H 0.63978 -2.16798 -0.39839
N -1.00608 0.63331 0.04177
N 1.26877 0.75296 -0.11360
N 3.54668 -0.25605 -0.00585
*
```